C7H5NOS | the ωB97M-V functional and the def2-TZVPD basis

XYZ file:
```
15
Properties=species:S:1:pos:R:3:lowdin_charge:R:1
C 1.56 1.13 -0.57 -0.0922
C -1.91 -0.28 0.73 -0.0608
S 2.64 -1.12 -0.10 1.0080
C 0.59 0.27 0.03 -0.2738
H 1.32 2.05 -0.61 0.0448
H -1.30 -1.03 1.27 0.1093
H -2.46 0.21 1.24 0.0118
C -2.71 -0.88 -0.36 -0.1881
H 3.72 0.84 -0.94 0.0909
C -0.92 0.78 0.23 -0.2829
O -1.28 1.87 -0.13 0.1275
H 0.30 -1.95 0.66 0.1544
N -3.26 -1.40 -1.18 0.1626
C 2.74 0.46 -0.59 -0.4431
C 0.96 -0.96 0.33 -0.3682
```

Computed properties:
HOMO energy	-9.80	eV
HOMO-LUMO gap	9.991	eV
energy relative to the best compared isomer or geometry (same formula, charge and spin)	378.7	kJ/mol
structure (SMILES)	N#CCC(=O)c1ccsc1


C7H6 | the ωB97M-V functional and the def2-TZVPD basis

XYZ file:
```
13
Properties=species:S:1:pos:R:3:lowdin_charge:R:1
H -2.78 0.29 -1.15 0.0936
H -3.61 0.21 0.39 0.0988
C 0.77 -1.32 0.40 -0.1232
H -2.44 1.69 0.04 0.0779
C -1.44 0.03 0.40 -0.0544
H 2.87 -1.40 -0.14 0.0836
C -0.37 -0.55 0.42 -0.0697
C -2.67 0.64 -0.09 -0.0965
C 2.09 0.59 -0.19 -0.2306
H 0.79 -2.39 0.76 0.1353
C 1.96 1.87 -0.05 0.1208
H 2.89 1.21 -0.70 0.0383
C 1.96 -0.87 -0.09 -0.0740
```

Computed properties:
HOMO energy	-8.75	eV
HOMO-LUMO gap	8.809	eV
energy relative to the best compared isomer or geometry (same formula, charge and spin)	382.9	kJ/mol


C7H6 | the ωB97M-V functional and the def2-TZVPD basis

XYZ file:
```
13
Properties=species:S:1:pos:R:3:lowdin_charge:R:1
H 1.13 2.01 0.84 0.1171
H -2.38 1.50 0.05 0.0689
H 0.78 1.89 -0.93 0.1005
C 0.36 -0.75 0.12 -0.2160
C 1.61 0.03 0.04 -0.3389
C -0.10 -2.02 0.12 0.1136
H 0.45 -2.85 -0.04 0.0183
C 0.81 1.40 0.00 -0.0449
C -0.44 0.50 0.11 -0.2694
C 2.88 0.15 -0.07 0.2391
C -1.74 0.63 0.00 0.0874
H -2.20 -0.33 -0.12 0.0557
H -1.15 -2.18 -0.12 0.0688
```

Computed properties:
HOMO energy	-8.97	eV
HOMO-LUMO gap	8.565	eV
energy relative to the best compared isomer or geometry (same formula, charge and spin)	372.0	kJ/mol


C7H6As2Cl3F20NaO4 | the ωB97M-V functional and the def2-TZVPD basis

XYZ file:
```
43
Properties=species:S:1:pos:R:3:lowdin_charge:R:1
C -27.41 -20.54 -20.01 -0.5346
F -29.52 -24.00 -18.86 0.1310
F -21.52 -25.74 -14.76 -0.2715
F -26.47 -24.09 -19.77 0.0520
F -21.15 -23.31 -15.06 -0.2909
F -29.77 -24.46 -20.96 0.1040
F -25.97 -18.73 -19.34 0.1041
O -26.74 -24.26 -14.35 -0.0238
F -25.52 -27.35 -15.23 -0.2262
As -22.42 -24.30 -14.36 0.7746
C -28.91 -23.92 -20.07 -0.4154
C -26.79 -23.28 -15.12 -0.8442
C -28.71 -22.47 -20.47 -0.0339
C -27.61 -24.80 -19.96 -0.2848
O -26.61 -22.08 -14.81 -0.0874
Cl -22.20 -25.57 -21.85 0.5514
F -23.32 -22.86 -13.89 -0.2618
Cl -23.37 -23.49 -20.29 0.6065
F -23.21 -24.31 -15.97 -0.2984
F -21.63 -24.24 -12.79 -0.2938
F -24.26 -28.45 -17.02 -0.2884
H -22.43 -23.26 -22.40 0.0171
F -25.06 -20.68 -19.56 0.0809
H -27.52 -25.34 -20.91 0.1676
F -23.70 -25.32 -13.80 -0.2354
F -25.24 -26.12 -17.44 -0.2847
C -26.20 -20.04 -19.21 -0.2791
O -27.60 -21.88 -19.80 0.0180
H -28.50 -22.34 -21.53 0.1457
As -25.87 -27.71 -16.87 0.7960
Cl -24.59 -24.15 -22.79 0.5381
F -27.46 -27.00 -16.64 -0.2634
H -26.43 -20.24 -18.15 0.1854
O -26.91 -23.53 -16.48 -0.0265
F -28.51 -19.84 -19.72 0.1587
F -26.11 -28.14 -18.53 -0.2764
Na -24.65 -23.60 -17.66 0.4552
F -26.59 -29.29 -16.42 -0.3094
F -27.72 -25.71 -19.00 0.1143
H -27.01 -24.50 -16.49 0.0724
H -29.58 -21.84 -20.26 0.1473
F -27.15 -20.34 -21.34 0.1150
C -23.05 -24.02 -21.95 -1.5049
```

Computed properties:
HOMO energy	-1.96	eV
charge	-2
HOMO-LUMO gap	5.086	eV


C7H6BNO3 | the ωB97M-V functional and the def2-TZVPD basis

XYZ file:
```
18
Properties=species:S:1:pos:R:3:lowdin_charge:R:1
H -0.97 1.83 3.15 0.0476
H -0.51 -2.34 -1.23 0.1200
H 1.50 2.06 -0.47 0.1176
H -3.21 -0.81 3.45 0.1457
O -3.04 -1.27 2.63 0.3073
H 1.21 -1.51 -2.81 0.1051
C -0.22 1.65 1.36 -0.6143
C 0.92 -0.92 -1.96 -0.0751
H 2.26 0.69 -2.40 0.1051
N -0.70 1.13 2.47 0.1053
B -2.09 -0.94 1.83 -0.3216
C 1.09 1.08 -0.65 -0.0110
C 1.49 0.32 -1.73 -0.0683
O -1.44 -1.19 0.78 0.2592
C -0.43 -0.61 0.01 -0.1517
O 0.03 2.83 1.14 -0.0068
C -0.05 -1.38 -1.08 -0.0096
C 0.12 0.64 0.26 -0.0545
```

Computed properties:
HOMO energy	-8.53	eV
HOMO-LUMO gap	8.302	eV


C7H6BNO4 | the ωB97M-V functional and the def2-TZVPD basis

XYZ file:
```
19
Properties=species:S:1:pos:R:3:lowdin_charge:R:1
H 0.76 -2.87 0.83 0.1305
B -0.63 1.99 -0.99 -0.5602
C -0.62 -0.24 -0.81 -0.1654
N 1.91 -1.12 2.47 -0.3102
O 2.23 -0.20 3.24 0.0660
O -1.62 1.61 -1.89 0.1129
C 0.80 0.50 0.95 0.0536
C 0.55 -1.83 0.49 0.0083
H -1.49 -0.19 -2.78 0.1442
O -0.24 3.28 -0.76 0.1780
H -0.81 -2.41 -1.00 0.1183
H -0.70 3.94 -1.33 0.1271
H 1.24 1.33 1.53 0.1389
C -0.37 -1.56 -0.51 -0.0007
O 2.24 -2.31 2.63 0.0513
C -0.01 0.81 -0.12 0.0107
H -2.67 -0.12 -1.40 0.1521
C -1.68 0.21 -1.78 -0.1245
C 1.10 -0.81 1.26 -0.1310
```

Computed properties:
HOMO energy	-10.20	eV
HOMO-LUMO gap	9.548	eV
structure (SMILES)	O=[N+]([O-])c1ccc2c(c1)B(O)OC2


C7H6BrNO2S | the ωB97M-V functional and the def2-TZVPD basis

XYZ file:
```
18
Properties=species:S:1:pos:R:3:lowdin_charge:R:1
C -0.09 -0.25 -0.49 -0.2633
C 2.25 -0.77 -0.21 -0.7542
S -0.01 -1.98 -0.40 1.1002
H 2.14 -2.97 -0.35 0.0695
O 2.77 1.98 -0.01 0.0085
C -1.26 0.58 -0.30 -0.3238
C -1.92 0.39 1.00 -0.1008
C -2.56 -0.12 -0.22 -0.1107
C 1.46 0.30 -0.31 -0.1941
N 1.61 1.64 -0.11 -0.3679
Br 4.09 -0.52 0.06 0.8365
O 0.67 2.45 -0.03 0.0610
C 1.67 -2.00 -0.24 -0.4649
H -1.16 1.51 -0.72 0.1050
H -2.11 1.29 1.53 0.0979
H -3.47 0.12 -0.68 0.0975
H -2.40 -1.14 -0.26 0.0410
H -1.70 -0.52 1.74 0.1627
```

Computed properties:
HOMO energy	-8.72	eV
HOMO-LUMO gap	7.900	eV
energy relative to the best compared isomer or geometry (same formula, charge and spin)	316.1	kJ/mol
structure (SMILES)	O=[N+]([O-])c1c(Br)csc1C1CC1


C7H6Cl2NP | the ωB97M-V functional and the def2-TZVPD basis

XYZ file:
```
17
Properties=species:S:1:pos:R:3:lowdin_charge:R:1
N 0.99 2.69 -2.47 0.2053
Cl 1.48 3.16 0.89 0.6731
C -0.74 -1.27 0.17 -0.1597
C -1.40 -1.25 1.41 -0.4258
Cl -2.52 -0.85 4.04 0.1452
H 1.51 0.01 -2.18 0.0874
C 1.03 1.80 -0.14 -0.6087
P -1.46 0.03 2.60 0.5175
H 0.04 -0.81 -2.32 0.0895
H 0.35 0.52 1.51 -0.0130
H -2.22 -2.02 1.55 0.0623
H -1.11 -2.04 -0.45 0.0977
C 0.23 -0.44 -0.31 -0.2722
C 1.02 2.14 -1.48 -0.3117
H 1.38 -1.67 -1.70 0.0873
C 0.55 0.71 0.49 -0.1225
C 0.87 -0.72 -1.62 -0.0516
```

Computed properties:
HOMO energy	-8.34	eV
HOMO-LUMO gap	6.748	eV
energy relative to the best compared isomer or geometry (same formula, charge and spin)	0.0	kJ/mol
structure (SMILES)	CC(=C/C=P/Cl)/C=C(/Cl)C#N


C7H6Cl3NO2 | the ωB97M-V functional and the def2-TZVPD basis

XYZ file:
```
19
Properties=species:S:1:pos:R:3:lowdin_charge:R:1
C 1.37 -0.84 -1.18 -0.0848
H 0.94 1.66 1.40 0.1291
O -1.61 1.91 -1.43 0.0290
H -0.39 0.40 1.55 0.0363
C 1.68 -0.32 1.13 -0.0532
C 2.08 -1.05 0.05 -0.0817
H 0.13 0.09 -2.36 0.0879
Cl -3.73 -0.23 -0.44 0.6455
H 1.77 -1.37 -2.19 0.1598
O -1.47 2.23 0.61 0.0495
C 0.04 0.84 -0.28 -0.1914
H 2.33 -0.29 2.12 0.1503
Cl -1.64 -2.25 -0.53 0.5874
Cl -2.08 -0.75 1.95 0.5992
C -2.24 -0.76 0.17 -1.5154
C 0.37 0.08 -1.38 -0.0544
C 0.62 0.70 1.09 -0.1502
N -1.04 1.69 -0.37 -0.4376
H 2.88 -1.76 0.09 0.0947
```

Computed properties:
HOMO energy (alpha / beta)	-8.96 / -7.85	eV
HOMO-LUMO gap (alpha / beta)	7.465 / 6.518	eV
energy relative to the best compared isomer or geometry (same formula, charge and spin)	150.5	kJ/mol


C7H6ClN2 | the ωB97M-V functional and the def2-TZVPD basis

XYZ file:
```
16
Properties=species:S:1:pos:R:3:lowdin_charge:R:1
C -2.08 0.03 0.57 0.0140
C -1.80 -0.26 -0.73 -0.0589
H -0.90 -0.17 -2.72 0.1720
H -2.45 -0.89 -1.19 0.0776
C 1.54 0.08 0.94 0.0530
H 2.53 -1.32 3.37 0.1018
N 1.78 -0.52 1.92 -0.0130
C 0.57 0.54 -1.38 -0.0752
H -2.28 -0.11 2.62 0.0575
C -2.39 0.51 1.78 -0.5247
C -0.70 0.05 -1.59 -0.0144
H 0.99 0.82 -2.35 0.1208
H 2.55 0.63 -0.71 0.1512
Cl -3.30 1.95 2.10 0.6667
N 1.70 -0.96 3.01 0.2317
C 1.52 0.57 -0.33 0.0399
```

Computed properties:
HOMO energy (alpha / beta)	-13.27 / -13.27	eV
charge	+1
HOMO-LUMO gap (alpha / beta)	6.575 / 6.576	eV
energy relative to the best compared isomer or geometry (same formula, charge and spin)	231.7	kJ/mol
structure (SMILES)	N=[N+]=C=C/C=C\C=C=CCl


For the records above, the corresponding M values read 151.19 90.12 90.12 813.27 162.94 178.94 248.10 206.01 242.49 153.59 g/mol.